53
Properties=species:S:1:pos:R:3:forces:R:3 method="wB97M-V/def2-TZVPD" multiplicity=5 charge=+2 max_force_ev_per_a=3.46 relative_energy_kj_mol=32.0 s2=6.09 e_tot_ev=-65409.3790 homo_lumo_gap_ha="0.17020 / 0.15566"
Ir 1.138616 0.342610 -0.014530 -1.851 -0.686 -0.272
O 3.674498 0.289593 -3.209581 -1.085 -0.897 0.137
C 3.014376 0.381092 -2.040170 -0.894 0.143 -1.959
O 1.749830 0.554178 -2.005595 2.143 -0.601 0.085
C 3.819666 0.259763 -0.871120 -1.136 0.225 2.074
C 5.189337 0.177422 -0.700131 0.454 -1.036 -0.481
C 5.686229 0.081795 0.601937 -0.057 -0.098 0.705
C 4.789683 -0.069790 1.721348 0.337 0.217 -0.254
C 3.411075 0.030342 1.515705 2.310 0.669 -0.840
N 2.967082 0.260365 0.246480 2.520 -0.634 0.167
C 2.348943 0.001512 2.541185 -2.973 -1.117 0.622
O 2.531938 -0.140657 3.727266 0.319 0.335 -1.037
O 1.072343 -0.010378 1.987578 2.085 0.635 0.332
H 3.130581 -0.257890 -3.835928 0.479 1.042 0.425
H 5.823061 -0.043822 -1.592799 -0.429 0.869 0.889
H 6.786927 0.117292 0.740808 -0.982 -0.327 0.082
H 5.168713 -0.287585 2.744657 -0.321 0.369 -0.919
S -1.867430 -6.229895 0.021495 -0.467 -0.216 -0.106
C -0.842543 -7.299716 0.952092 -1.050 1.176 -0.652
C 0.130304 -6.571681 1.585727 1.741 1.748 1.606
C 0.039315 -5.180092 1.403413 0.066 -1.344 -0.538
C -1.018887 -4.831109 0.530915 0.075 0.999 -0.497
C -1.247710 -3.458868 0.123247 2.787 -1.659 1.196
C -0.150602 -2.544656 0.175344 -1.400 2.201 -0.346
N -0.353902 -1.245871 -0.105430 1.452 -0.840 0.716
C -1.605701 -0.756905 -0.279233 -2.309 -0.108 -1.468
C -2.739930 -1.670686 -0.446591 0.775 0.229 -0.067
C -3.992838 -1.091504 -0.890278 -0.216 0.644 0.019
C -4.117782 0.268367 -1.062567 -0.622 -1.277 0.213
C -3.009639 1.151873 -0.919521 0.026 2.197 1.255
C -3.093303 2.567681 -0.807748 -0.695 -2.426 -0.463
C -1.956336 3.343333 -0.547184 1.163 -0.097 -0.631
C -0.662030 2.678310 -0.525764 -2.637 -1.115 0.670
N -0.593559 1.337414 -0.505745 -0.144 2.849 0.538
C -1.765199 0.621756 -0.551294 0.481 -2.341 -0.088
C -2.109518 4.751343 -0.450337 0.699 -0.204 -1.210
C -1.182758 5.596749 0.157511 2.439 0.256 1.919
C -1.531138 6.930814 0.225137 0.836 -0.717 -0.389
C -2.723806 7.127374 -0.476600 0.462 0.462 0.246
S -3.259400 5.759341 -1.314596 -0.979 -0.746 0.603
C -2.494895 -3.030228 -0.224310 -1.769 2.331 -1.076
H -1.153979 -8.324940 0.985082 0.392 -0.395 0.111
H 0.917582 -6.898845 2.274009 -0.527 -0.580 -0.439
H 0.669272 -4.378265 1.762100 0.193 -0.514 0.476
H 0.870461 -2.752911 0.432143 0.188 -0.511 -0.082
H -4.859687 -1.745005 -1.078777 0.509 0.367 0.294
H -5.105855 0.698222 -1.230186 0.289 -0.149 -0.269
H -4.057837 3.029893 -0.784068 -0.478 0.206 -0.300
H 0.198625 3.286600 -0.442444 1.066 0.051 -0.040
H -0.240622 5.176983 0.625722 -1.356 0.641 -0.492
H -0.864307 7.696244 0.639940 -0.762 -0.239 0.024
H -3.258509 8.049616 -0.467437 -0.375 0.438 -0.417
H -3.268769 -3.746587 -0.340883 -0.773 -0.425 -0.070